[1]
C27H50Cl8N4O6 | wB97M-V/def2-TZVPD

Calculated values
- LUMO: 0.00133 hartree
- HOMO-LUMO gap: 9.28 eV
- ΔE to the lowest compared entry with this formula, charge and spin: 312.2 kcal per mole
- SMILES: CCO[C@@]1(N=C=O)NC(=O)[C@](N)(OC[C@H](C)C(C)C)[C@]1(CCCN)CCOC=O.ClCCCl.ClCCCl.ClCCCl.ClCCCl
- HOMO energy: -0.3399 Ha
- Spin multiplicity: 1

```
95
Properties=species:S:1:pos:R:3:forces:R:3
C -3.506 -1.308 3.779 1.38 0.14 -1.49
C -2.056 -1.169 2.958 -0.33 -0.01 3.04
O -2.183 -1.432 1.518 1.01 2.21 0.26
C -1.133 -0.767 0.726 -0.28 -3.36 -1.20
N 0.139 -0.995 1.503 2.87 -5.53 -1.12
C 0.685 -2.235 1.288 2.73 -0.54 -4.17
O 1.436 -3.264 0.807 -6.00 8.18 4.71
N -0.947 -1.771 -0.435 -1.27 1.44 -3.29
C -0.405 -1.069 -1.698 1.56 -1.86 -3.30
O -0.070 -1.624 -2.886 -2.44 3.17 7.94
C -0.248 0.548 -1.294 -1.02 -3.75 -2.02
N -0.678 1.191 -2.621 1.79 1.14 1.58
O 1.162 0.592 -0.899 -1.60 2.35 -0.89
C 1.787 1.902 -1.100 1.79 1.45 1.43
C 3.406 1.695 -0.731 -0.23 -0.64 0.53
C 4.085 3.078 -0.140 -0.61 -0.36 0.65
C 4.261 0.965 -1.920 0.33 -0.78 0.85
C 4.083 -0.680 -1.721 0.37 0.47 -0.53
C 3.900 1.448 -3.443 -0.21 -0.33 1.29
C -1.423 0.594 -0.105 1.10 2.72 -1.52
C -2.869 0.733 -0.933 -0.78 -0.60 0.06
C -4.193 0.560 0.012 0.63 0.89 0.71
C -5.305 1.770 -0.249 1.49 -0.69 0.81
N -6.393 1.617 0.794 0.68 -1.08 -0.11
C -1.257 2.087 0.483 -0.82 0.76 0.80
C -0.498 2.294 1.899 0.63 2.19 -1.05
O -1.550 2.471 2.941 2.38 1.40 2.11
C -1.005 3.114 4.146 -0.24 -5.45 5.12
O -0.931 2.338 5.260 -0.48 5.43 -7.29
H -3.284 -0.919 4.872 -0.64 -0.84 -2.30
H -4.255 -0.619 3.187 1.17 -1.50 1.48
H -3.776 -2.448 3.764 0.08 2.48 0.12
H -1.337 -1.950 3.506 -1.35 1.63 -1.63
H -1.643 -0.111 3.239 -0.71 -1.85 -1.03
H -1.912 -2.087 -0.734 1.26 -0.04 0.60
H 0.155 1.212 -3.280 -1.30 -0.36 1.16
H -0.942 2.198 -2.482 0.39 -1.22 -0.04
H 1.418 2.711 -0.303 0.52 -1.90 -1.64
H 1.621 2.392 -2.148 0.31 -1.28 1.76
H 3.397 0.931 0.186 -0.12 1.63 -2.05
H 5.077 3.393 -0.675 -2.10 -0.52 0.80
H 3.242 3.892 -0.146 2.09 -1.22 -0.23
H 4.354 2.900 1.009 -0.54 0.38 -2.49
H 5.416 1.176 -1.718 -2.44 -0.25 -0.36
H 4.992 -1.196 -2.285 -2.12 0.91 1.25
H 3.061 -1.006 -2.196 1.96 0.48 0.94
H 4.089 -0.996 -0.574 0.06 0.75 -2.52
H 4.865 1.327 -4.091 -2.98 0.92 2.05
H 3.496 2.557 -3.383 0.83 -2.23 -0.43
H 3.071 0.699 -3.864 1.64 1.79 0.73
H -2.970 -0.012 -1.825 0.49 1.40 1.55
H -2.905 1.839 -1.376 0.30 -2.52 0.91
H -4.674 -0.507 -0.051 0.93 2.06 -0.05
H -3.833 0.699 1.141 -0.89 -0.32 -2.31
H -5.703 1.763 -1.366 0.67 0.07 2.52
H -4.724 2.777 -0.002 -1.35 -1.97 -0.83
H -5.968 1.729 1.758 -0.53 -0.17 -1.66
H -6.723 0.607 0.760 0.48 1.71 0.07
H -0.759 2.759 -0.369 -0.95 -1.50 2.02
H -2.349 2.554 0.609 2.44 -0.98 0.05
H 0.051 3.355 1.847 -1.82 -3.07 0.09
H 0.331 1.526 2.181 -1.85 0.97 -0.43
H -0.681 4.255 4.231 -0.79 -2.45 -0.84
Cl -2.028 -3.896 5.151 0.06 -0.19 0.12
C -2.917 -5.210 5.960 -0.11 -0.28 0.16
C -3.759 -6.019 4.986 0.23 -0.17 0.11
Cl -5.132 -5.082 4.344 0.04 0.03 -0.02
H -3.530 -4.767 6.752 0.07 -0.04 -0.26
H -2.169 -5.855 6.430 -0.13 0.05 -0.15
H -4.180 -6.891 5.495 0.07 0.19 0.00
H -3.165 -6.374 4.139 -0.11 0.19 0.17
Cl 6.017 -2.681 -4.289 0.05 -0.01 -0.09
C 4.967 -2.031 -5.573 -0.16 0.09 -0.18
C 5.657 -0.946 -6.384 0.03 -0.38 -0.31
Cl 5.920 0.539 -5.435 1.19 -0.75 -1.32
H 4.048 -1.663 -5.106 0.24 -0.01 -0.02
H 4.706 -2.871 -6.223 0.11 0.18 0.05
H 5.034 -0.669 -7.240 0.03 -0.04 0.20
H 6.627 -1.281 -6.764 -0.19 0.04 0.19
Cl -3.814 -5.018 -2.372 -0.07 -0.01 0.00
C -2.048 -5.254 -2.399 0.40 0.01 0.00
C -1.512 -5.416 -3.812 0.13 0.32 0.15
Cl -2.028 -6.950 -4.556 -0.06 -0.03 -0.02
H -1.813 -6.123 -1.776 -0.12 0.13 -0.21
H -1.604 -4.370 -1.932 0.00 -0.12 -0.19
H -0.418 -5.424 -3.796 -0.20 0.00 0.10
H -1.836 -4.598 -4.463 -0.01 -0.21 0.19
Cl 1.569 4.542 1.661 0.79 0.99 0.17
C 2.839 5.385 2.582 0.41 0.32 0.23
C 2.412 6.781 3.004 0.03 -0.13 0.18
Cl 2.267 7.889 1.616 -0.04 -0.06 0.01
H 3.745 5.408 1.969 -0.24 0.03 0.02
H 3.044 4.776 3.468 -0.11 0.10 -0.12
H 3.160 7.212 3.676 -0.06 -0.15 -0.14
H 1.451 6.768 3.529 0.17 -0.03 -0.19
```
Forces are in eV/Å.

---

[2]
C27H50CoGeN4O4PSi3 | wB97M-V/def2-TZVPD

Calculated values
- LUMO (spin up / spin down): -0.10978 / -0.11037 hartree
- Expectation value of S²: 0.78
- HOMO-LUMO gap (spin up / spin down): 6.85 / 6.81 eV
- ΔE to the lowest compared entry with this formula, charge and spin: 14.6 kcal per mole
- Net charge: +1
- HOMO energy (spin up / spin down): -0.3613 / -0.3607 Ha
- Spin multiplicity: 2

```
91
Properties=species:S:1:pos:R:3:forces:R:3
Co 1.064 -1.538 -0.726 0.69 -0.44 -0.09
N 1.664 -2.799 -2.193 0.06 -0.08 -0.08
C 1.579 -2.132 -3.524 -0.03 0.07 0.02
C 1.605 -0.618 -3.338 0.00 -0.05 -0.03
O 1.901 0.149 -4.242 -0.02 -0.04 0.02
N 1.258 -0.281 -2.087 -0.20 0.27 -0.01
C 1.341 1.101 -1.690 -0.02 0.18 0.01
C 1.101 1.107 -0.191 0.09 -0.97 -0.35
O 1.278 2.264 0.489 -0.39 -0.01 0.14
O 1.282 0.000 0.416 -0.05 0.74 0.33
H 2.646 -2.934 -1.960 -0.01 -0.09 -0.09
H 1.246 -3.722 -2.258 -0.04 0.03 0.03
H 0.627 -2.403 -3.978 0.04 -0.01 -0.03
H 2.377 -2.451 -4.195 0.02 0.07 0.05
H 0.658 1.771 -2.220 0.02 -0.09 0.02
H 2.354 1.501 -1.868 -0.03 -0.01 0.05
C 2.848 4.230 -0.980 -0.07 -0.02 0.03
Si 2.703 3.248 0.592 0.12 0.02 -0.02
C 4.115 2.063 0.825 -0.09 -0.04 0.00
C 2.413 4.325 2.070 -0.13 0.01 -0.06
Ge -1.048 1.942 0.328 0.60 0.39 0.11
Si -1.518 4.139 -0.607 -0.13 -0.12 -0.02
C -1.019 4.112 -2.419 -0.01 0.04 0.02
C -3.387 4.312 -0.489 0.03 -0.04 0.01
C -0.675 5.577 0.252 -0.04 -0.03 -0.07
Si -1.292 1.903 2.750 -0.26 0.15 -0.09
C -1.731 3.615 3.381 0.03 -0.07 0.08
C 0.263 1.290 3.612 -0.02 -0.04 -0.09
C -2.731 0.743 3.093 0.04 -0.05 -0.01
H 3.362 5.170 -0.771 0.04 0.02 -0.02
H 1.868 4.480 -1.388 0.01 0.02 0.02
H 3.410 3.709 -1.756 0.01 -0.03 0.00
H 5.053 2.525 0.512 0.03 0.03 0.02
H 3.979 1.156 0.232 0.01 0.00 -0.05
H 4.210 1.762 1.868 0.00 -0.01 0.02
H 3.235 5.036 2.176 0.04 0.00 -0.02
H 2.360 3.740 2.986 0.00 -0.07 0.07
H 1.492 4.902 1.977 0.04 -0.03 0.05
H -1.202 3.142 -2.884 -0.05 -0.01 -0.01
H 0.034 4.358 -2.570 -0.02 -0.03 0.01
H -1.607 4.855 -2.964 0.02 0.03 -0.02
H -3.898 3.482 -0.980 0.00 -0.02 -0.01
H -3.718 5.230 -0.979 0.02 0.04 -0.01
H -3.727 4.350 0.547 0.00 0.00 0.02
H 0.403 5.435 0.319 -0.03 0.04 -0.06
H -1.064 5.734 1.257 -0.02 0.00 0.06
H -0.852 6.489 -0.322 -0.01 0.02 -0.01
H -0.950 4.331 3.128 0.04 0.05 -0.01
H -1.838 3.618 4.468 -0.02 -0.03 0.03
H -2.670 3.970 2.953 -0.01 0.01 -0.02
H 0.797 2.131 4.051 0.04 0.05 0.04
H 0.954 0.769 2.950 -0.02 -0.02 -0.03
H -0.025 0.618 4.424 0.04 -0.01 0.04
H -3.668 1.139 2.696 -0.01 0.01 -0.03
H -2.867 0.592 4.166 0.01 0.05 0.03
H -2.570 -0.239 2.645 0.02 -0.03 0.04
C -2.776 -1.196 -0.442 -0.06 -0.08 0.05
P -1.290 -2.194 -0.816 -0.03 0.05 -0.04
C -1.711 -3.754 0.036 -0.08 0.01 0.01
C -1.584 -2.578 -2.571 0.02 -0.04 0.01
C -1.754 -1.519 -3.464 0.00 0.05 -0.01
C -1.893 -1.756 -4.822 0.00 -0.02 -0.01
C -1.848 -3.056 -5.310 0.00 0.01 -0.01
C -1.673 -4.115 -4.433 0.01 0.00 0.01
C -1.544 -3.878 -3.070 -0.02 0.00 -0.01
H -2.758 -0.270 -1.013 0.03 0.03 0.01
H -2.805 -0.952 0.619 0.04 0.04 0.00
H -3.675 -1.757 -0.703 0.02 0.00 0.00
H -2.669 -4.149 -0.304 -0.01 0.00 0.01
H -1.775 -3.558 1.108 0.03 0.00 0.00
H -0.942 -4.509 -0.119 0.04 -0.02 0.00
H -1.752 -0.497 -3.105 0.00 0.00 0.02
H -2.021 -0.925 -5.502 0.00 0.01 -0.01
H -1.951 -3.241 -6.370 0.00 0.00 -0.01
H -1.644 -5.130 -4.807 0.00 -0.01 0.00
H -1.430 -4.722 -2.400 0.00 -0.01 0.02
N 1.083 -6.743 4.125 0.00 -0.05 0.00
C 0.415 -5.576 3.979 0.04 0.12 -0.04
O -0.551 -5.254 4.637 0.02 -0.05 0.01
C 0.909 -4.654 2.887 -0.11 -0.01 0.11
C 0.728 -3.289 3.064 0.11 -0.01 -0.09
C 1.055 -2.433 2.032 0.10 0.00 0.01
N 1.515 -2.861 0.844 -0.70 0.03 0.03
C 1.711 -4.174 0.697 0.23 0.12 -0.01
C 1.442 -5.102 1.689 0.08 0.06 -0.03
H 0.796 -7.352 4.874 0.01 0.01 0.01
H 1.992 -6.882 3.722 0.00 -0.01 0.00
H 0.317 -2.907 3.987 -0.03 -0.02 0.02
H 0.939 -1.362 2.127 -0.08 -0.01 -0.01
H 2.115 -4.501 -0.252 -0.08 -0.03 -0.03
H 1.610 -6.152 1.494 -0.03 -0.01 0.00
```
Forces are in eV/Å.

---

spin multiplicity of number 2 (C27H50CoGeN4O4PSi3)? 2